1.
Formula: C16H28B2KO9SSn2
Source: OMol25
Level of theory: ωB97M-V with the def2-TZVPD basis set

Results
energy relative to the best compared isomer or geometry (same formula, charge and spin)	1211.4	kJ/mol
frontier orbital gap	1.605	eV
LUMO energy	-6.9	eV
total charge	+1

Last column: Mulliken charge in e.
Positions of all 59 atoms, in Å:
Sn1 0.169 4.929 -2.565  0.87
Sn2 -2.691 -0.381 3.805  0.74
K1 -1.778 -4.337 -1.974  0.97
S1 -1.835 0.875 -7.384  0.50
O1 5.000 0.435 6.477  -0.34
O2 -8.077 -0.150 1.468  -0.52
O3 6.729 -1.514 0.557  -0.34
O4 -1.497 2.168 -6.725  -0.59
O5 -10.535 -1.705 -3.137  -0.51
O6 -12.142 -0.731 -0.770  -0.50
O7 -6.659 -1.199 -0.704  -0.57
O8 2.896 0.113 5.716  -0.63
O9 8.864 -2.005 1.235  -0.53
C1 7.692 -3.492 -0.284  -0.44
C2 5.573 2.457 5.324  -0.52
C3 7.921 -2.247 0.531  0.54
C4 -7.936 -1.136 -0.745  0.49
C5 4.237 1.918 4.800  -0.24
C6 -3.075 0.118 -6.242  -0.91
C7 5.635 -2.167 0.047  -0.42
C8 -0.425 -0.235 -6.949  -0.85
C9 -10.841 -0.893 -0.781  0.27
C10 3.973 0.731 5.693  0.47
C11 -8.738 -0.546 0.486  0.33
C12 6.079 1.336 6.244  -0.35
C13 -8.718 -1.482 -1.964  -0.10
C14 6.136 -3.674 -0.154  -0.55
C15 -10.207 -0.458 0.331  -0.26
C16 -10.067 -1.367 -1.969  0.43
B1 0.251 0.054 -0.585  0.15
B2 -1.700 4.942 2.570  -0.04
H1 -0.171 -0.156 -5.892  0.28
H2 8.316 -4.297 0.105  0.28
H3 4.221 1.535 3.779  0.26
H4 5.691 -4.177 -1.012  0.33
H5 -0.874 5.246 1.946  -0.17
H6 -8.073 -1.708 -2.799  0.46
H7 7.955 -3.403 -1.338  0.26
H8 6.236 2.619 4.474  0.26
H9 -1.247 4.367 3.362  -0.13
H10 6.462 1.723 7.188  0.29
H11 -3.452 -0.781 -6.729  0.36
H12 -3.813 0.920 -6.220  0.30
H13 -0.789 -1.251 -7.101  0.30
H14 0.555 -0.607 -1.381  -0.28
H15 -2.854 -0.128 -5.203  0.30
H16 4.724 -2.032 0.631  0.33
H17 -10.716 0.040 1.143  0.48
H18 6.911 0.837 5.747  0.25
H19 5.500 -1.767 -0.958  0.26
H20 5.466 3.463 5.729  0.31
H21 0.242 -0.562 0.301  -0.27
H22 5.894 -4.214 0.761  0.27
H23 0.480 -0.099 -7.542  0.32
H24 3.554 2.757 4.937  0.23
H25 -2.293 5.766 2.935  -0.14
H26 -2.333 4.251 2.035  -0.18
H27 0.933 0.889 -0.532  -0.29
H28 -0.760 0.407 -0.719  -0.24

2.
Formula: C21H36INO12V
Source: OMol25
Level of theory: ωB97M-V with the def2-TZVPD basis set

Results
energy relative to the best compared isomer or geometry (same formula, charge and spin)	0.0	kJ/mol
frontier orbital gap	5.819	eV
LUMO energy	2.2	eV
total charge	-1

Last column: Mulliken charge in e.
Positions of all 72 atoms, in Å:
I1 -2.853 -1.934 -0.418  -0.59
V1 -0.080 -1.366 0.024  1.19
O1 0.525 0.048 0.497  -0.35
O2 -1.074 -0.618 2.681  -0.34
O3 -2.906 -1.256 3.834  -0.34
O4 -3.022 0.493 2.477  0.11
O5 0.620 -1.270 -2.044  -0.42
O6 0.633 -2.623 0.690  -0.71
O7 -0.874 1.171 -4.527  -0.49
O8 -1.391 1.576 -2.345  -0.18
O9 1.049 2.243 2.173  -0.45
O10 -0.651 2.708 3.630  -0.33
O11 0.988 1.323 4.190  -0.39
O12 -1.939 3.035 -3.902  -0.39
N1 1.778 -1.503 -2.759  0.37
C1 -2.377 2.423 -1.757  0.48
C2 2.325 -3.672 -1.445  -1.80
C3 -2.182 3.652 -2.643  -0.60
C4 -1.005 2.221 4.919  0.07
C5 0.739 1.087 6.560  -1.65
C6 -2.177 -0.402 3.052  0.03
C7 0.037 1.116 5.206  0.84
C8 3.200 -0.122 -1.180  -1.00
C9 2.126 0.829 -3.280  -1.41
C10 -1.344 1.842 -3.682  0.49
C11 4.020 -0.691 -3.431  -1.39
C12 0.489 2.134 3.202  0.63
C13 1.171 -3.715 -3.669  -1.87
C14 -4.291 -1.038 3.502  -0.40
C15 -4.255 0.439 3.257  0.48
C16 2.145 -2.922 -2.769  1.54
C17 4.528 -2.094 -3.170  -0.75
C18 -2.042 2.648 -0.274  -0.68
C19 3.450 -3.070 -3.596  -1.18
C20 2.732 -0.367 -2.621  1.78
C21 -5.267 1.077 2.313  -1.40
H1 2.929 -4.552 -1.679  0.42
H2 4.834 -2.269 -2.135  0.32
H3 -3.078 4.269 -2.702  0.32
H4 2.338 0.066 -0.543  -0.33
H5 3.757 -0.960 -0.768  0.32
H6 -6.311 0.779 2.329  0.36
H7 1.250 -4.769 -3.373  0.43
H8 -1.338 4.260 -2.313  0.34
H9 3.771 0.811 -1.184  0.51
H10 -4.948 0.754 1.312  0.32
H11 -4.446 -1.672 2.627  0.23
H12 2.819 -3.079 -0.676  0.29
H13 -0.496 0.167 5.100  0.02
H14 3.861 -4.081 -3.521  0.47
H15 -2.000 1.771 4.875  -0.24
H16 5.443 -2.203 -3.767  0.37
H17 -1.881 3.713 -0.073  0.36
H18 3.288 -2.847 -4.654  0.39
H19 3.992 -0.395 -4.479  0.37
H20 -1.117 3.051 5.620  0.34
H21 -2.905 2.389 0.334  -0.03
H22 1.227 1.219 -2.793  -0.20
H23 -4.962 -1.304 4.318  0.32
H24 -0.061 0.978 7.301  0.38
H25 1.854 0.643 -4.320  0.50
H26 1.389 -3.998 -1.004  0.40
H27 1.449 1.891 6.710  0.39
H28 0.134 -3.534 -3.364  0.38
H29 4.821 -0.110 -2.953  0.36
H30 -1.098 2.146 -0.065  0.10
H31 1.281 -3.575 -4.738  0.35
H32 -4.122 1.058 4.146  0.16
H33 -5.046 2.141 2.220  0.36
H34 1.191 0.097 6.642  0.39
H35 -3.384 2.001 -1.806  0.24
H36 2.738 1.742 -3.319  0.40

3.
Formula: C5H8O
Source: OMol25
Level of theory: ωB97M-V with the def2-TZVPD basis set

Results
energy relative to the best compared isomer or geometry (same formula, charge and spin)	510.5	kJ/mol
frontier orbital gap	9.653	eV
LUMO energy	1.0	eV

Last column: Mulliken charge in e.
Positions of all 14 atoms, in Å:
O1 1.406 -1.285 -0.759  -0.38
C1 0.100 0.720 -0.773  -0.61
C2 -2.069 -0.279 1.283  -0.91
C3 1.294 0.896 0.159  -0.25
C4 0.287 -0.569 -1.274  0.09
C5 1.741 0.061 -0.970  -0.03
H1 1.342 0.360 1.110  0.23
H2 -0.177 -0.989 -2.163  0.30
H3 2.412 0.309 -1.789  0.33
H4 -2.970 -0.762 0.896  0.28
H5 -1.722 0.458 0.558  0.21
H6 -1.291 -1.033 1.439  0.20
H7 -2.294 0.218 2.229  0.30
H8 1.627 1.929 0.209  0.24

4.
Formula: C7H7F
Source: OMol25
Level of theory: ωB97M-V with the def2-TZVPD basis set

Results
SMILES	C#C/C=C(/F)C1CC1
energy relative to the best compared isomer or geometry (same formula, charge and spin)	298.4	kJ/mol
frontier orbital gap	9.641	eV
LUMO energy	0.9	eV

Last column: Mulliken charge in e.
Positions of all 15 atoms, in Å:
F1 1.964 0.978 -1.708  -0.32
C1 0.636 -1.545 2.239  0.19
C2 -1.470 -0.307 -0.740  -0.59
C3 -1.267 0.940 0.056  -0.60
C4 1.197 -0.964 1.325  -0.48
C5 1.139 0.352 -0.762  0.31
C6 1.768 -0.361 0.204  -0.63
C7 -0.312 0.641 -1.056  -0.09
H1 -1.234 -1.264 -0.307  0.27
H2 0.080 -1.930 3.023  0.44
H3 -2.259 -0.232 -1.482  0.25
H4 -1.868 1.802 -0.081  0.25
H5 -0.431 1.243 -1.902  0.48
H6 2.888 -0.207 0.137  0.27
H7 -0.832 0.854 1.053  0.25

5.
Formula: C17H27N3O4
Source: OMol25
Level of theory: ωB97M-V with the def2-TZVPD basis set

Results
SMILES	O=NOCc1ccc2nccnc2c1.CCOCC.CCOCC
energy relative to the best compared isomer or geometry (same formula, charge and spin)	528.3	kJ/mol
frontier orbital gap	8.869	eV
LUMO energy	-0.2	eV

Last column: Mulliken charge in e.
Positions of all 51 atoms, in Å:
O1 0.867 1.536 -2.200  -0.35
O2 -1.758 1.010 2.585  -0.29
O3 4.598 -3.692 2.492  -0.24
O4 4.297 -1.796 1.528  -0.23
N1 4.929 -3.083 1.563  0.10
N2 -0.940 -3.518 -0.761  -0.66
N3 -1.925 -2.749 1.809  -0.60
C1 3.467 -1.759 0.349  -0.76
C2 2.024 -2.000 0.746  1.00
C3 -0.633 -2.519 1.435  0.25
C4 -1.614 2.134 0.407  -1.05
C5 -1.798 2.165 3.398  -0.35
C6 0.776 0.351 -2.969  0.01
C7 -2.163 -3.722 -0.356  -0.27
C8 -2.318 1.121 1.292  -0.28
C9 0.112 3.089 -3.950  -1.06
C10 0.237 -1.876 2.337  -0.47
C11 -0.162 -2.885 0.165  0.31
C12 1.188 -2.609 -0.150  -0.34
C13 1.541 -1.613 2.019  -0.75
C14 -3.205 2.646 3.711  -1.11
C15 1.159 2.723 -2.911  -0.33
C16 2.062 -0.013 -3.691  -1.17
C17 -2.658 -3.343 0.909  -0.29
H1 0.526 -0.439 -2.259  -0.01
H2 -3.694 -3.537 1.154  0.41
H3 -2.841 -4.218 -1.041  0.42
H4 0.325 4.073 -4.370  0.40
H5 2.901 -0.031 -2.993  0.23
H6 -3.174 3.455 4.442  0.40
H7 0.092 2.374 -4.774  0.28
H8 3.765 -2.593 -0.287  0.51
H9 2.154 2.664 -3.368  0.31
H10 -0.110 -1.591 3.318  0.42
H11 1.969 -0.996 -4.155  0.40
H12 -1.760 3.158 0.757  0.33
H13 2.196 -1.129 2.723  0.48
H14 1.208 3.511 -2.158  0.34
H15 -2.214 0.131 0.846  0.20
H16 2.303 0.703 -4.478  0.37
H17 -0.060 0.414 -3.675  0.33
H18 3.605 -0.809 -0.157  0.24
H19 -1.203 2.971 2.952  0.33
H20 -3.393 1.327 1.353  0.30
H21 -0.542 1.939 0.389  0.28
H22 -1.299 1.886 4.327  0.31
H23 -3.807 1.830 4.112  0.30
H24 1.563 -2.892 -1.125  0.44
H25 -0.882 3.105 -3.501  0.25
H26 -3.711 3.023 2.821  0.27
H27 -1.999 2.073 -0.611  0.39

6.
Formula: C33H49N5O8
Source: OMol25
Level of theory: ωB97M-V with the def2-TZVPD basis set

Results
energy relative to the best compared isomer or geometry (same formula, charge and spin)	0.0	kJ/mol
frontier orbital gap	9.612	eV
LUMO energy	0.5	eV

Last column: Mulliken charge in e.
Positions of all 95 atoms, in Å:
O1 -0.685 -1.790 1.112  0.35
O2 2.257 -2.324 -3.006  -0.69
O3 1.847 3.032 3.485  -0.64
O4 -2.571 -2.824 0.351  -0.66
O5 1.371 -0.715 -5.330  -0.64
O6 -0.206 3.925 3.156  -0.09
O7 0.358 -2.736 -5.319  -0.19
O8 0.192 0.837 -0.383  -1.03
N1 -2.250 -0.587 0.112  0.33
N2 3.522 -0.005 0.653  -0.68
N3 3.884 -1.319 -1.065  -0.04
N4 0.635 -0.805 -2.547  0.52
N5 1.272 1.147 1.573  0.13
C1 -4.006 2.784 4.829  -0.53
C2 0.353 4.831 5.363  -1.42
C3 0.712 -2.472 -7.717  -1.66
C4 -1.344 5.862 3.828  -1.53
C5 2.571 -3.265 -6.204  -1.51
C6 0.005 5.150 3.912  1.52
C7 -0.236 -1.241 -3.613  1.08
C8 2.390 -0.042 -0.112  0.91
C9 0.730 3.005 3.034  -0.03
C10 -0.542 0.860 3.202  -0.22
C11 -2.904 2.549 5.633  -0.57
C12 1.233 -2.551 2.252  -1.34
C13 -1.763 1.506 3.786  -0.14
C14 -1.789 1.913 5.113  -0.14
C15 1.067 -3.275 -6.467  1.61
C16 0.189 1.821 2.234  -0.12
C17 -0.973 -3.665 2.660  -1.86
C18 -1.248 -0.155 -3.995  -1.46
C19 1.812 -1.398 -2.338  0.17
C20 0.549 -4.709 -6.577  -1.77
C21 -3.026 -0.717 -2.236  -0.31
C22 4.393 -0.767 0.055  -0.70
C23 1.191 0.681 0.325  -0.06
C24 0.630 -1.534 -4.851  -0.32
C25 -1.890 -1.837 0.496  0.47
C26 1.107 5.975 3.249  -1.76
C27 2.604 -0.871 -1.205  0.47
C28 -2.881 1.730 2.991  -0.01
C29 0.200 -3.957 0.446  -1.61
C30 -2.109 0.352 -2.837  -0.21
C31 -3.380 -0.414 -0.776  -1.41
C32 -0.079 -3.006 1.610  1.36
C33 -3.993 2.366 3.508  -0.84
H1 -2.719 1.179 -3.207  0.49
H2 2.957 -2.251 -6.249  0.34
H3 -0.689 0.684 -4.416  0.47
H4 2.058 5.454 3.311  0.38
H5 1.198 6.934 3.751  0.49
H6 -1.311 6.792 4.388  0.43
H7 -4.873 3.285 5.233  0.40
H8 -0.931 1.728 5.744  0.45
H9 -0.818 -0.028 2.629  -0.44
H10 0.327 -0.079 -1.897  0.24
H11 -0.514 2.182 1.477  0.65
H12 4.307 -1.958 -1.723  0.21
H13 2.767 -3.659 -5.210  0.28
H14 -1.904 -3.995 2.209  0.38
H15 -2.123 5.223 4.237  0.26
H16 0.154 0.569 3.992  0.52
H17 1.041 -1.442 -7.606  0.35
H18 0.867 6.147 2.202  0.35
H19 -0.364 -2.483 -7.880  0.37
H20 -2.878 1.391 1.966  0.41
H21 1.851 -2.034 1.524  0.26
H22 -1.588 6.080 2.792  0.37
H23 -0.735 -4.280 -0.003  0.37
H24 -0.461 -4.523 3.087  0.45
H25 -0.532 -4.708 -6.692  0.40
H26 -4.155 -1.107 -0.439  0.63
H27 1.775 -3.413 2.628  0.52
H28 1.205 -2.907 -8.583  0.47
H29 3.079 -3.875 -6.946  0.50
H30 -2.912 2.862 6.667  0.40
H31 -0.434 4.228 5.809  0.21
H32 -1.891 -0.561 -4.780  0.37
H33 -1.490 0.083 0.043  -0.04
H34 1.033 -1.873 3.077  0.24
H35 -4.856 2.537 2.881  0.45
H36 -0.739 -2.175 -3.331  0.05
H37 0.997 -5.203 -7.435  0.42
H38 2.149 1.040 2.069  0.50
H39 -1.464 0.760 -2.061  -0.14
H40 0.450 5.756 5.924  0.51
H41 0.800 -3.457 -0.313  0.25
H42 0.800 -5.262 -5.676  0.41
H43 -3.742 0.611 -0.672  0.41
H44 -1.200 -2.957 3.455  0.32
H45 0.739 -4.830 0.803  0.46
H46 -3.944 -0.795 -2.819  0.49
H47 5.391 -0.940 0.406  0.47
H48 1.293 4.288 5.419  0.36
H49 -2.541 -1.693 -2.254  0.15